Entry 1:
{
  "formula": "C34H39BrN4O2P2Pb",
  "method": "ωB97M-V/def2-TZVPD",
  "homo_energy_ev": [-12.22, -12.22],
  "total_energy_ev": -139792.8986,
  "fmax_ev_per_a": 3.8,
  "multiplicity": 1,
  "total_charge": 2,
  "species": ["Pb", "C", "C", "C", "C", "C", "C", "C", "C", "C", "H", "H", "H", "H", "H", "H", "H", "H", "H", "H", "H", "H", "H", "H", "H", "P", "P", "N", "N", "N", "N", "C", "C", "C", "C", "C", "C", "C", "C", "C", "C", "C", "C", "C", "C", "C", "C", "C", "C", "H", "H", "H", "H", "H", "H", "H", "H", "H", "H", "H", "H", "H", "H", "H", "H", "H", "H", "H", "H", "Br", "C", "C", "C", "C", "C", "C", "C", "O", "O", "H", "H", "H", "H"],
  "xyz": [[2.08203, -0.03626, -2.81961], [3.52787, 0.31561, 4.49330], [3.07194, -0.33770, 3.40959], [1.65960, -0.66782, 2.97353], [1.19387, 0.34164, 1.91701], [0.99801, 1.78964, 2.39499], [1.05364, 2.30278, 3.63577], [1.38017, 1.63293, 4.95232], [2.85026, 1.32105, 5.36827], [1.80454, 1.59971, -1.28712], [4.58265, 0.16524, 4.76914], [3.80715, -0.57508, 2.65845], [0.84765, -0.77964, 3.71529], [1.79819, -1.65257, 2.44099], [1.95557, 0.40757, 1.10026], [0.24314, -0.03734, 1.51843], [1.10905, 2.46854, 1.53104], [0.71478, 3.37503, 3.71096], [0.82439, 0.67168, 5.04997], [0.97552, 2.33751, 5.69400], [3.43911, 2.25448, 5.51395], [2.80699, 0.91945, 6.39123], [2.59135, 1.46555, -0.53504], [0.82688, 1.45635, -0.83301], [2.01533, 2.62581, -1.60413], [-2.23300, 1.09063, -1.81971], [-1.73077, -2.31795, -1.36610], [-2.73694, 2.16988, -0.59087], [-3.23648, 1.82072, -3.15215], [-2.45291, -2.36514, 0.32758], [-2.14711, -3.98282, -1.84690], [-3.52133, -0.18993, -1.39703], [-3.29253, -1.54948, -2.08143], [-2.09151, 3.41831, -0.48122], [-2.91417, 4.26713, 0.23788], [-4.08395, 3.52033, 0.62198], [-3.96205, 2.23398, 0.09491], [-2.65512, 2.39278, -4.28718], [-3.64070, 2.62825, -5.24556], [-4.88724, 2.16521, -4.68587], [-4.61561, 1.74445, -3.37569], [-1.80510, -1.79459, 1.44490], [-2.73404, -1.60483, 2.47561], [-4.00356, -2.04454, 1.97952], [-3.80908, -2.49166, 0.68482], [-3.03607, -4.91626, -1.29379], [-3.19210, -5.96737, -2.19941], [-2.38639, -5.66809, -3.35840], [-1.76535, -4.44871, -3.12736], [-4.55443, 0.13276, -1.59514], [-3.44543, -0.32398, -0.31353], [-4.18352, -2.19978, -1.96204], [-3.15588, -1.42039, -3.16132], [-1.11029, 3.58255, -0.91630], [-2.68569, 5.30482, 0.44631], [-4.91764, 3.85651, 1.21407], [-4.62232, 1.38260, 0.16407], [-1.58681, 2.59481, -4.31855], [-3.49960, 3.05056, -6.23270], [-5.84086, 2.10722, -5.17648], [-5.29113, 1.41973, -2.60431], [-0.72997, -1.63166, 1.42696], [-2.54798, -1.19746, 3.46673], [-4.95620, -2.05011, 2.52355], [-4.51236, -2.89076, -0.03051], [-3.47299, -4.74101, -0.31883], [-3.80732, -6.84614, -2.06131], [-2.28025, -6.27727, -4.25217], [-1.09865, -3.85086, -3.74442], [4.84561, 2.01116, 0.75542], [6.14164, 0.72155, 0.22918], [7.40282, 0.85277, 0.81007], [8.41913, 0.02211, 0.30559], [8.20703, -0.83447, -0.81512], [6.93862, -0.92047, -1.35497], [5.86717, -0.28404, -0.73808], [4.49132, -0.56015, -1.25909], [4.32081, -0.05685, -2.45356], [3.60718, -1.17935, -0.62574], [7.61881, 1.59871, 1.59188], [9.41044, 0.12663, 0.75941], [9.00753, -1.45696, -1.24293], [6.79462, -1.51725, -2.23425]],
  "mulliken_charge": [0.88, -0.29, -0.29, -0.75, 1.67, -0.31, -0.48, -0.95, -0.64, -0.34, 0.41, 0.48, 0.45, 0.57, -0.71, -0.35, 0.33, 0.37, 0.29, 0.45, 0.42, 0.40, -0.47, -0.12, 0.51, 0.45, -0.04, 0.59, 0.26, 0.21, 0.31, -0.46, -1.20, -0.64, -0.66, -0.83, -0.22, -0.22, -0.55, -0.72, 0.08, -0.97, -0.14, -1.34, -0.15, -0.26, -0.68, -0.51, -0.41, 0.19, 0.08, 0.42, 0.58, 0.46, 0.47, 0.48, 0.53, 0.46, 0.44, 0.47, 0.55, 0.80, 0.44, 0.44, 0.54, 0.53, 0.43, 0.42, 0.34, -0.10, 0.40, -0.70, -0.42, -0.63, -0.50, 0.50, 0.77, -0.80, -0.68, 0.40, 0.37, 0.37, 0.48]
}

***

Entry 2:
{
  "formula": "C31H36F2HgN7O3S",
  "method": "ωB97M-V/def2-TZVPD",
  "s_squared": 0.75,
  "homo_energy_ev": [-1.65, -1.65],
  "total_energy_ev": -69727.1754,
  "fmax_ev_per_a": 11.6,
  "multiplicity": 2,
  "total_charge": -2,
  "species": ["Hg", "C", "C", "O", "C", "C", "C", "N", "N", "C", "O", "C", "C", "C", "C", "C", "C", "H", "H", "H", "H", "H", "H", "H", "H", "H", "H", "H", "H", "F", "C", "C", "C", "C", "C", "F", "C", "C", "C", "C", "C", "C", "N", "H", "H", "H", "H", "H", "H", "C", "N", "C", "N", "C", "N", "C", "N", "C", "C", "H", "H", "H", "H", "H", "H", "H", "H", "H", "H", "H", "H", "C", "S", "C", "O", "H", "H", "H", "H", "H", "H"],
  "xyz": [[-1.29527, -0.67224, -1.94347], [-1.58214, 3.67148, -3.93270], [-1.08638, 2.39886, -3.46365], [-1.37532, 2.13846, -2.28237], [-0.12360, 1.52341, -4.34474], [0.89796, 0.67481, -3.77637], [2.28044, 0.84304, -4.51549], [0.82805, -0.10119, -2.74571], [1.90595, -0.85634, -2.49677], [1.87355, -1.58257, -1.38940], [0.82569, -1.77051, -0.69887], [3.03730, -2.35324, -1.20291], [4.30319, -1.90436, -1.87828], [5.50159, -2.41701, -1.50093], [5.60588, -3.52565, -0.44269], [4.39548, -4.16736, -0.12097], [3.05337, -3.49462, -0.41067], [-1.88965, 4.17574, -3.06899], [-2.55609, 3.79789, -4.40143], [-0.88766, 4.30859, -4.55497], [0.09666, 1.99719, -5.30400], [2.99589, 0.21266, -4.09670], [2.75849, 1.75726, -4.44711], [1.74642, 0.50071, -5.40812], [4.05511, -1.28264, -2.86351], [6.40021, -1.84442, -1.88293], [6.63580, -3.72784, -0.04149], [4.51338, -5.12203, 0.60900], [2.33419, -3.82695, 0.30042], [-5.37846, -3.75695, -3.00126], [-4.41365, -3.40275, -1.95987], [-3.67428, -2.30299, -2.45472], [-2.86750, -1.97066, -1.33026], [-2.97821, -2.64164, -0.08408], [-3.91571, -3.54869, 0.26951], [-3.97146, -4.18634, 1.53802], [-4.66274, -4.02326, -0.80608], [-2.15723, -1.88487, 0.96940], [-1.29320, -2.64595, 1.85430], [-0.83907, -2.06223, 3.04271], [-1.35836, -0.73722, 3.34786], [-2.48191, -0.44784, 2.69498], [-2.86330, -0.86956, 1.41918], [-3.75528, -2.09879, -3.50488], [-5.20627, -4.96880, -0.93749], [-0.44713, -3.41517, 1.58583], [0.05970, -2.69736, 3.52711], [-1.12283, -0.80531, 4.46635], [-3.16722, 0.46613, 3.41255], [0.64323, 1.89909, 2.96217], [2.20062, 2.10990, 2.57173], [2.28766, 1.43366, 1.29809], [1.39370, 1.83033, 0.17938], [0.04307, 1.67428, 0.61450], [-0.20166, 2.39140, 1.85781], [0.17609, 3.72400, 1.65412], [1.53574, 3.98210, 1.18563], [2.43550, 3.50151, 2.17350], [1.79215, 3.22501, -0.16763], [0.27765, 2.28381, 4.03301], [0.31303, 0.81534, 3.05420], [1.57692, 0.39621, 1.45114], [3.38474, 1.03858, 1.35224], [-0.10199, 0.62562, 0.68617], [-0.56057, 2.15448, -0.06424], [-0.22003, 4.39247, 2.68572], [-0.49326, 3.98189, 0.84982], [2.42992, 4.19415, 3.14237], [3.49212, 3.74530, 2.01015], [2.79493, 3.25100, -0.52559], [1.14530, 3.67396, -1.15874], [-8.52671, -3.83856, 1.41994], [1.36545, 9.61355, 2.83109], [0.57503, 8.11160, 3.13731], [0.49879, 10.67422, 3.14149], [-8.27147, -4.37378, 0.74033], [-7.76610, -4.06136, 2.38510], [-8.44959, -2.95456, 0.80455], [1.35025, 7.46147, 2.75303], [2.16466, -9.60573, 4.68305], [1.96045, -8.70180, 4.51524]],
  "mulliken_charge": [0.56, -1.40, 0.91, -0.62, -1.67, 1.04, -0.93, 0.38, -0.62, 0.19, -0.59, 0.25, -0.25, -0.37, -0.46, -0.46, 0.06, 0.43, 0.33, 0.30, 0.24, -0.04, 0.26, 0.44, -0.02, 0.26, 0.32, 0.19, 0.29, -0.39, 0.55, -0.55, -1.13, 0.81, 0.58, -0.32, -0.79, 1.66, -0.56, -0.02, -0.27, -0.43, -0.56, 0.46, 0.40, -0.19, 0.23, 0.37, 0.13, 0.15, -0.13, -0.42, 0.27, -1.29, 0.25, -1.01, 0.02, -0.60, -0.32, 0.16, -0.14, 0.10, 0.31, 0.10, 0.73, 0.26, 0.57, 0.27, 0.30, 0.36, 0.05, -0.82, 0.03, -0.56, -0.51, 0.32, 0.20, 0.30, 0.04, 0.00, 0.00]
}

***

Entry 3:
{
  "formula": "C12H27MnN6O2S5",
  "method": "ωB97M-V/def2-TZVPD",
  "s_squared": 8.75,
  "homo_energy_ev": [-9.45, -9.45],
  "total_energy_ev": -111410.8719,
  "fmax_ev_per_a": 0.4,
  "multiplicity": 6,
  "total_charge": 1,
  "species": ["Mn", "N", "C", "C", "N", "C", "C", "N", "C", "C", "N", "H", "H", "H", "H", "H", "H", "H", "H", "H", "H", "H", "H", "H", "H", "H", "H", "H", "H", "C", "O", "C", "O", "N", "N", "H", "H", "H", "H", "H", "H", "C", "S", "C", "C", "S", "S", "C", "S", "S", "H", "H", "H"],
  "xyz": [[-0.07799, -1.05204, -0.13511], [0.55530, -3.09749, -1.21465], [0.36515, -3.09305, -2.67650], [0.39650, -1.66001, -3.18534], [-0.53578, -0.79755, -2.44611], [-1.94910, -1.17732, -2.66334], [-2.54353, -2.07748, -1.58038], [-2.28075, -1.52568, -0.23515], [-0.30934, 0.62517, -2.77469], [-0.86586, 1.52973, -1.68788], [-0.28602, 1.13285, -0.39779], [1.54229, -2.98487, -0.99519], [0.29754, -4.00129, -0.83165], [-0.58947, -3.56488, -2.90777], [1.13101, -3.67536, -3.19385], [0.18858, -1.63896, -4.26286], [1.40044, -1.25150, -3.04478], [-2.07109, -1.65622, -3.64101], [-2.54222, -0.26258, -2.70358], [-2.11132, -3.07568, -1.60255], [-3.61398, -2.18933, -1.77177], [-2.62370, -2.16794, 0.47278], [-2.81624, -0.67026, -0.09637], [-0.73222, 0.87974, -3.75345], [0.77000, 0.77928, -2.84150], [-1.95155, 1.43969, -1.61872], [-0.65391, 2.57449, -1.92934], [-0.78069, 1.60500, 0.35615], [0.65560, 1.52186, -0.29266], [3.81663, -1.99709, 3.40205], [3.46660, -1.88103, 2.01057], [2.25022, -1.53674, 1.65905], [1.98848, -1.40223, 0.46281], [1.29174, -1.40694, 2.62025], [0.11435, -0.75374, 2.16232], [4.82899, -2.38435, 3.40940], [3.15053, -2.69368, 3.91083], [3.79945, -1.01175, 3.86959], [1.59598, -1.13072, 3.54450], [0.35659, 0.26636, 2.29330], [-0.63640, -0.96877, 2.81095], [1.44595, 5.49862, 1.38815], [0.32819, 4.63922, 0.25827], [-0.66691, 3.73064, 1.37808], [-0.23083, 2.76480, 2.22295], [1.37267, 2.13384, 2.42237], [-1.52041, 1.95283, 3.10160], [-2.88995, 2.63810, 2.26714], [-4.42259, 2.09507, 2.44241], [-2.40624, 3.93804, 1.23241], [2.06425, 6.15216, 0.77604], [2.06649, 4.78641, 1.92582], [0.86859, 6.10258, 2.08426]],
  "mulliken_charge": [1.00, -0.50, -0.82, -0.86, 0.83, -0.99, -0.68, -0.41, -1.01, -0.55, 0.31, 0.32, 0.19, 0.32, 0.47, 0.35, 0.44, 0.34, 0.47, 0.33, 0.46, 0.25, 0.22, 0.31, 0.45, 0.38, 0.51, -0.67, 0.31, -0.82, -0.35, 0.81, -0.68, -0.18, -0.36, 0.24, 0.38, 0.35, 0.37, -0.31, 0.29, -0.81, 0.03, 0.09, -0.02, -0.40, -0.08, 0.15, -0.20, -0.11, 0.36, 0.23, 0.30]
}

***

ΔE to the lowest compared entry with this formula, charge and spin across the listed records, respectively: 0.0 0.0 22.3 kcal per mole.